67
Properties=species:S:1:pos:R:3:lowdin_charge:R:1 method="wB97M-V/def2-TZVPD" e_above_lowest_ev=0.000 e_lumo_ha=-0.1350 charge=+1 fmax_ev_per_a=0.876 molar_mass_g_mol=691.6 spin_multiplicity=1
C 4.80644 -1.77078 -2.52235 -0.06
H -0.90025 -2.57850 -2.58715 0.07
C 0.90534 2.66684 2.74927 -0.22
H 1.68282 -4.26419 -0.74182 0.08
H 3.26455 -4.44045 0.00345 0.08
H 2.02885 4.47184 2.97577 0.11
C 1.40439 3.73697 3.46804 -0.04
C -2.09741 -2.99453 -0.11009 0.02
O 0.01687 -2.67982 -2.19855 0.12
C 4.28554 -2.77478 -1.72187 -0.04
N -0.44097 0.69487 2.53745 -0.05
C 2.48752 -3.71939 -0.24172 -0.03
H -3.15118 -0.89588 -1.69032 0.08
H 1.50306 4.68420 5.39184 0.11
C 3.04256 -2.63139 -1.12035 -0.20
C -1.95406 -0.97058 1.76211 -0.13
H 1.23891 0.64946 -3.10075 0.06
C 0.05831 -1.97478 -1.09094 -0.36
N -1.08469 -1.07352 0.76430 -0.02
C -2.97511 -1.90075 1.86562 0.05
N -1.88651 3.27545 -2.69739 0.12
C 2.83975 -0.41838 -2.14047 -0.20
Pt 0.44195 0.10309 0.82698 1.15
H 2.01464 3.18485 0.94927 0.10
C 2.33783 -1.44784 -1.34977 -0.18
P -1.75877 0.69553 -2.89677 0.40
H -3.66285 2.21023 -2.35810 0.11
C 0.41557 2.84007 5.45118 -0.03
H 4.85031 -3.68182 -1.55058 0.11
H 1.60030 1.23038 -1.49282 0.03
H 0.27008 2.87828 6.52293 0.12
H -3.82941 -0.43568 -3.25786 0.10
H -1.25989 3.48800 -3.47558 0.17
H -1.89502 -1.61341 -4.24442 0.09
C 1.12592 3.84577 4.82356 -0.07
H -0.30993 0.59447 6.53627 0.09
H -3.68447 -1.81115 2.67510 0.14
C -3.02920 -2.92358 0.92922 0.00
H -3.80194 -3.67635 1.00149 0.12
H 0.36028 2.62795 0.65064 0.07
N 1.07479 -1.30038 -0.68144 0.03
H 2.09124 -3.31621 0.69204 0.08
C -1.11981 -2.02452 -0.16817 -0.18
C 0.08789 1.71485 3.36870 -0.18
C -1.70348 0.20645 2.69325 -0.46
H 5.77470 -1.89767 -2.98706 0.11
H 1.72443 1.48836 1.12996 0.03
C -2.84977 2.19193 -3.08125 -0.18
C 2.05797 0.83486 -2.40398 -0.04
H -0.52603 -0.34016 5.05423 0.08
H -3.21555 2.35273 -4.09148 0.11
H -1.31504 2.80513 -1.94652 0.11
C -0.09481 1.74361 4.75647 -0.19
O -2.59507 0.58737 3.42462 0.09
O -0.98673 0.52288 -4.15441 -0.32
H -2.12958 -3.78445 -0.84542 0.13
O -1.05329 1.06944 -1.60549 -0.40
H 2.70920 1.59847 -2.82695 0.08
H -2.97633 -2.60910 -3.52075 0.10
C 1.23639 2.50589 1.29282 -0.08
C -2.90503 -0.71599 -2.73773 -0.28
H -2.32915 4.13215 -2.37038 0.16
H 4.49442 0.18056 -3.34876 0.11
C -0.72327 0.62156 5.52931 -0.04
N -2.27308 -1.90032 -3.34143 -0.03
H -1.80383 0.73634 5.59848 0.08
C 4.08867 -0.60450 -2.72349 -0.04